Record 1
6 unconnected molecules or ions with the total composition C10H32N2O6 at a distorted geometry. Source: the Open Molecules 2025 dataset; level of theory: ωB97M-V/def2-TZVPD.

XYZ file:
```
50
C10H32N2O6 (ωB97M-V/def2-TZVPD)
C -2.245 3.991 -0.901
C -3.002 2.790 -0.341
O -3.784 3.214 0.810
H -2.945 4.878 -0.928
H -1.864 3.831 -1.873
H -1.502 4.209 -0.120
H -2.449 1.904 0.017
H -3.660 2.451 -1.103
H -4.622 2.794 0.792
C 3.853 -4.659 0.873
C 3.838 -3.970 -0.544
O 2.861 -2.942 -0.649
H 3.642 -4.005 1.731
H 4.783 -5.187 1.133
H 3.053 -5.408 0.834
H 3.762 -4.722 -1.346
H 4.751 -3.448 -0.744
H 2.385 -3.038 -1.489
C -2.921 -0.303 -3.749
C -2.476 -0.749 -2.279
O -1.114 -0.703 -2.194
H -3.993 -0.278 -3.827
H -2.591 -1.142 -4.393
H -2.376 0.646 -3.934
H -2.865 -1.728 -2.140
H -3.014 -0.235 -1.487
H -0.791 0.094 -1.736
C 1.154 -1.524 2.157
C -0.014 -1.812 1.299
O -0.753 -0.665 1.170
H 1.839 -2.329 2.069
H 1.056 -1.364 3.190
H 1.659 -0.641 1.657
H -0.576 -2.723 1.613
H 0.328 -2.071 0.334
H -0.403 0.051 0.723
C 0.753 2.854 2.164
O 1.572 3.823 1.705
N -0.520 2.890 2.063
N 1.187 1.872 2.891
H -1.019 3.606 1.501
H -1.171 2.118 2.480
H 2.210 1.666 2.873
H 0.474 1.179 3.062
C 1.468 0.555 -0.663
O 0.234 1.182 -0.346
H 1.897 0.893 -1.643
H 1.312 -0.500 -0.912
H 2.166 0.628 0.148
H 0.431 2.029 0.052
```

Output
SMILES string: NC(N)=O.CCO.CCO.CCO.CCO.CO
Gap between HOMO and LUMO in eV: 10.12
LUMO energy in eV: 0.624
Net charge: 0
E_HOMO in eV: -9.501

=====

Record 2
A molecular structure, C24H48GdN6O5S3 at a distorted geometry. Source: the Open Molecules 2025 dataset; level of theory: ωB97M-V/def2-TZVPD.

XYZ file:
```
87
C24H48GdN6O5S3 (ωB97M-V/def2-TZVPD)
Gd 0.126 0.017 -1.729
C 3.185 -2.213 0.869
C 3.315 -0.692 0.804
C 2.991 -0.001 2.143
C 1.629 -0.131 2.868
C 1.435 -1.503 3.511
C 1.562 0.963 3.926
N 0.471 0.054 1.880
C -0.875 0.357 2.479
C -2.040 0.175 1.509
N -1.973 1.020 0.308
C -2.990 0.544 -0.696
C -2.237 0.295 -1.978
O -1.519 1.260 -2.457
O -2.014 -0.865 -2.373
C -2.151 2.465 0.652
C -3.610 2.866 0.879
C -1.486 3.416 -0.340
C 0.027 3.653 -0.194
C 0.332 4.197 1.203
C 0.434 4.686 -1.244
N 0.806 2.375 -0.445
C 2.183 2.441 0.091
C 3.116 1.372 -0.468
N 2.640 -0.042 -0.370
C 3.121 -0.747 -1.593
C 2.510 -0.304 -2.934
O 2.738 -0.952 -3.921
O 1.706 0.773 -2.864
H 3.523 -2.549 1.847
H 3.829 -2.696 0.138
H 2.170 -2.570 0.710
H 4.391 -0.499 0.669
H 3.228 1.058 2.071
H 3.720 -0.401 2.853
H 2.314 -1.741 4.107
H 1.297 -2.292 2.776
H 0.576 -1.510 4.179
H 2.450 0.888 4.552
H 0.696 0.862 4.575
H 1.556 1.959 3.480
H 0.408 -0.837 1.357
H 0.688 0.769 1.168
H -0.806 1.364 2.885
H -1.023 -0.333 3.307
H -2.949 0.353 2.101
H -2.089 -0.867 1.184
H -3.776 1.273 -0.884
H -3.447 -0.392 -0.363
H -1.642 2.589 1.608
H -4.119 3.109 -0.053
H -3.641 3.761 1.500
H -4.185 2.095 1.390
H -1.953 4.396 -0.224
H -1.708 3.086 -1.355
H -0.372 4.997 1.430
H 1.332 4.619 1.278
H 0.230 3.442 1.983
H -0.098 5.622 -1.082
H 0.188 4.334 -2.247
H 1.502 4.905 -1.209
H 0.934 2.392 -1.457
H 2.119 2.393 1.179
H 2.655 3.402 -0.144
H 4.088 1.470 0.030
H 3.285 1.610 -1.517
H 2.931 -1.817 -1.518
H 4.205 -0.618 -1.725
C 0.643 -3.146 -3.821
O 0.404 -2.471 -2.563
C 0.102 -3.217 -1.457
S 0.083 -4.841 -1.443
S -0.231 -2.187 -0.113
H 0.896 -2.354 -4.519
H -0.262 -3.677 -4.110
H 1.469 -3.847 -3.705
C -3.420 -4.246 -3.074
N -3.447 -3.470 -1.856
C -3.634 -3.971 -0.630
N -3.839 -5.296 -0.532
S -3.662 -2.986 0.754
H -4.404 -4.660 -3.309
H -2.688 -5.057 -3.019
H -3.125 -3.589 -3.890
H -3.213 -2.486 -1.891
H -3.716 -5.919 -1.310
H -3.894 -5.684 0.394
```

Output
Gap between HOMO and LUMO (spin up / spin down) in eV: 5.78 / 7.95
LUMO energy (spin up / spin down) in eV: -4.159 / -1.995
Net charge: +1
Spin multiplicity: 8
E_HOMO (spin up / spin down) in eV: -9.939 / -9.945

=====

Record 3
A single C4H6O2 molecule at a distorted geometry. Source: the Open Molecules 2025 dataset; level of theory: ωB97M-V/def2-TZVPD.

XYZ file:
```
12
C4H6O2 (ωB97M-V/def2-TZVPD)
O -1.106 -0.753 1.581
C -1.655 0.148 0.987
O -1.181 0.868 -0.034
C 0.250 0.743 -0.508
C 0.722 -0.551 -1.126
C 1.139 -0.156 0.270
H -2.673 0.424 1.307
H 0.498 1.718 -0.922
H -0.011 -1.351 -1.187
H 1.418 -0.539 -1.969
H 0.448 -0.619 0.995
H 2.152 0.069 0.605
```

Output
SMILES string: O=COC1CC1
Gap between HOMO and LUMO in eV: 11.04
LUMO energy in eV: 1.054
Net charge: 0
E_HOMO in eV: -9.984

=====

Record 4
A molecular structure, C3H6IN2O at a distorted geometry. Source: the Open Molecules 2025 dataset; level of theory: ωB97M-V/def2-TZVPD.

XYZ file:
```
13
C3H6IN2O (ωB97M-V/def2-TZVPD)
C 0.237 0.759 0.734
C -0.686 -1.046 -0.823
C -0.092 0.226 -1.545
N -0.068 -1.091 0.531
N 0.387 1.231 1.897
O 0.044 1.213 -0.428
I 0.456 0.193 3.641
H -1.687 -1.053 -0.705
H -0.476 -1.996 -1.365
H 0.925 -0.017 -1.766
H -0.659 0.722 -2.331
H 0.952 -1.450 0.277
H 0.668 2.308 1.883
```

Output
Gap between HOMO and LUMO in eV: 9.09
LUMO energy in eV: -5.203
Net charge: +1
E_HOMO in eV: -14.291

=====

Record 5
A molecular structure, C44H36CoO4P2S2 at a distorted geometry. Source: the Open Molecules 2025 dataset; level of theory: ωB97M-V/def2-TZVPD.

XYZ file:
```
89
C44H36CoO4P2S2 (ωB97M-V/def2-TZVPD)
Co 0.293 -0.290 0.073
O -0.168 -0.519 2.153
C -0.199 0.728 2.870
C -0.298 1.883 1.789
O -0.657 2.983 2.148
O 0.062 1.553 0.618
C -1.410 0.681 3.779
C -2.662 1.032 3.295
C -3.786 0.854 4.082
C -3.676 0.304 5.348
C -2.429 -0.048 5.835
C -1.301 0.142 5.056
C 1.099 0.995 3.597
C 1.219 2.140 4.378
C 2.416 2.425 5.009
C 3.497 1.566 4.877
C 3.382 0.427 4.100
C 2.192 0.151 3.451
H -0.028 -1.225 2.797
H -2.747 1.449 2.305
H -4.753 1.139 3.695
H -4.559 0.153 5.953
H -2.337 -0.485 6.820
H -0.328 -0.129 5.443
H 0.374 2.805 4.467
H 2.504 3.328 5.596
H 4.431 1.780 5.378
H 4.215 -0.254 3.987
H 2.125 -0.723 2.818
S 3.921 -2.085 1.310
P 3.755 -1.203 -0.436
S 1.861 -1.163 -1.211
C 4.743 -2.091 -1.690
C 6.119 -2.067 -1.502
C 6.946 -2.738 -2.381
C 6.401 -3.441 -3.444
C 5.027 -3.481 -3.619
C 4.194 -2.813 -2.738
C 4.497 0.474 -0.482
C 5.227 0.910 0.613
C 5.858 2.141 0.580
C 5.750 2.942 -0.544
C 5.016 2.510 -1.638
C 4.393 1.275 -1.613
H 6.526 -1.529 -0.657
H 8.016 -2.714 -2.237
H 7.048 -3.973 -4.125
H 4.604 -4.035 -4.446
H 3.122 -2.848 -2.855
H 5.299 0.275 1.484
H 6.434 2.481 1.429
H 6.233 3.908 -0.565
H 4.935 3.146 -2.508
H 3.826 0.931 -2.468
O -1.655 -0.914 -0.455
P -2.736 -0.504 -1.401
C -2.065 -0.002 -3.010
C -0.722 0.336 -3.065
C -0.140 0.668 -4.274
C -0.915 0.678 -5.422
C -2.267 0.371 -5.364
C -2.848 0.027 -4.158
C -3.804 0.838 -0.804
C -3.830 2.069 -1.440
C -4.711 3.046 -1.010
C -5.574 2.786 0.041
C -5.552 1.552 0.675
C -4.664 0.578 0.257
C -3.873 -1.877 -1.717
C -5.208 -1.657 -2.035
C -6.039 -2.732 -2.287
C -5.535 -4.023 -2.236
C -4.201 -4.243 -1.928
C -3.369 -3.169 -1.668
H -0.136 0.344 -2.147
H 0.908 0.923 -4.314
H -0.466 0.938 -6.368
H -2.864 0.396 -6.262
H -3.898 -0.220 -4.094
H -3.171 2.254 -2.276
H -4.732 4.006 -1.504
H -6.265 3.547 0.372
H -6.238 1.349 1.484
H -4.640 -0.390 0.738
H -5.595 -0.648 -2.064
H -7.082 -2.563 -2.517
H -6.190 -4.861 -2.423
H -3.813 -5.251 -1.885
H -2.329 -3.310 -1.412
```

Output
Gap between HOMO and LUMO (spin up / spin down) in eV: 8.13 / 8.02
LUMO energy (spin up / spin down) in eV: 0.250 / 0.137
Net charge: 0
Spin multiplicity: 4
E_HOMO (spin up / spin down) in eV: -7.877 / -7.885

=====

Record 6
2 unconnected molecules or ions with the total composition C3H4Br2O at a distorted geometry. Source: the Open Molecules 2025 dataset; level of theory: ωB97M-V/def2-TZVPD.

XYZ file:
```
10
C3H4Br2O (ωB97M-V/def2-TZVPD)
C 0.786 3.276 -2.001
C -0.323 0.020 1.489
C -0.885 0.109 0.092
O 0.241 3.750 -2.972
Br -2.768 0.019 0.083
Br 0.112 3.335 -0.275
H 1.725 2.683 -1.981
H -1.000 -0.602 2.113
H -0.172 0.914 2.063
H 0.537 -0.657 1.405
```

Output
Gap between HOMO and LUMO in eV: 8.04
LUMO energy in eV: -0.826
Net charge: 0
E_HOMO in eV: -8.865

=====

Record 7
A gas-phase ion, C4H10N3 (charge +1) at a distorted geometry. Source: the Open Molecules 2025 dataset; level of theory: ωB97M-V/def2-TZVPD.

XYZ file:
```
17
C4H10N3 (ωB97M-V/def2-TZVPD)
C 1.159 0.390 -0.307
C -0.204 -0.214 0.066
C 1.896 -0.321 -1.481
C -2.137 0.407 1.509
N 1.286 1.509 0.241
N -0.919 0.603 0.724
N -0.514 -1.475 -0.323
H 1.339 -0.338 -2.398
H 2.794 0.232 -1.720
H 1.950 -1.447 -1.090
H -1.787 0.493 2.602
H -2.744 1.161 1.237
H -2.513 -0.631 1.273
H 2.094 2.007 0.077
H -0.455 1.519 0.717
H 0.117 -1.916 -0.976
H -1.361 -1.979 -0.151
```

Output
SMILES string: [H]/N=C(\C)C(=[NH2+])NC
Gap between HOMO and LUMO in eV: 10.59
LUMO energy in eV: -4.231
Net charge: +1
E_HOMO in eV: -14.822

=====

Record 8
2 unconnected molecules or ions with the total composition C3H10NS at a distorted geometry. Source: the Open Molecules 2025 dataset; level of theory: ωB97M-V/def2-TZVPD.

XYZ file:
```
15
C3H10NS (ωB97M-V/def2-TZVPD)
C -2.716 0.770 0.338
S -2.149 0.704 -1.350
H -3.091 -0.179 0.722
H -3.425 1.586 0.443
H -1.880 0.982 1.016
C 1.481 -1.026 0.768
C 1.351 -0.614 -0.708
N 1.370 0.866 -0.844
H 2.493 -0.806 1.118
H 1.329 -2.084 0.960
H 0.779 -0.427 1.352
H 0.422 -1.045 -1.092
H 2.177 -1.073 -1.254
H 1.202 1.259 0.066
H 0.658 1.086 -1.536
```

Output
Gap between HOMO and LUMO (spin up / spin down) in eV: 10.08 / 6.99
LUMO energy (spin up / spin down) in eV: 0.894 / -2.022
Net charge: 0
Spin multiplicity: 2
E_HOMO (spin up / spin down) in eV: -9.190 / -9.014